# 1
79
Properties=species:S:1:pos:R:3 method="wB97M-V/def2-TZVPD" homo_lumo_gap_ha=0.1964 fmax_ev_per_a=2.6 e_tot_ha=-2236.7573
C 11.44792 8.78410 8.56721
N 12.77945 7.39638 10.67409
C 25.21919 10.60018 16.57395
C 19.68600 6.42419 16.37301
C 16.65474 10.67498 10.34801
H 26.27172 10.91227 16.55854
H 16.92995 13.89262 11.05001
H 8.84823 6.89717 6.58176
C 14.67730 12.63945 8.70350
C 11.05330 9.26795 7.34366
C 14.05369 12.99254 7.52386
C 11.69151 10.48321 6.82885
H 17.05802 6.33104 14.28805
C 9.60971 7.41159 7.10677
C 10.00452 6.88799 8.33249
C 24.77161 9.49534 17.24549
N 17.07857 11.93363 10.47968
H 12.21599 9.34481 9.14945
H 9.81125 8.91403 5.57593
C 18.77773 10.69041 10.31212
C 13.86110 7.06752 9.95519
C 22.93846 7.38748 14.83892
H 25.44712 8.92979 17.94039
H 11.14140 6.07483 10.46712
C 26.16572 12.12989 14.46456
N 12.40299 12.21201 5.77087
H 26.22542 12.88812 13.68553
H 15.53095 12.87096 11.37770
C 22.97180 10.90294 15.70130
N 18.43696 11.97277 10.42308
O 24.77938 12.15935 14.78973
H 15.88551 15.70885 6.76155
H 15.60017 10.36497 10.36928
C 23.45781 9.01616 17.13267
H 19.77576 10.41328 10.12673
C 22.53495 9.79331 16.39532
N 22.38838 6.93945 17.22428
H 17.68528 5.85980 16.68742
N 11.52257 11.11278 5.72357
C 14.51053 8.06108 11.67457
N 13.17686 8.04654 11.78583
C 18.07738 6.48506 14.66408
H 23.36645 7.69572 12.76417
C 20.26465 6.90223 14.09268
C 10.09236 8.61230 6.59196
C 15.53688 14.86891 7.34095
H 23.97651 7.50837 15.12354
C 22.61135 7.46735 13.47862
H 16.83674 15.19702 9.08147
C 16.03093 14.58376 8.62135
N 17.70653 9.86617 10.24137
O 12.67893 11.03158 7.57415
Cs 18.48526 7.10016 10.60520
H 26.83342 12.41950 15.33216
C 15.60927 13.48528 9.28660
H 14.05042 14.41963 5.92459
C 13.04950 12.08135 6.87606
C 20.66082 6.77811 15.45436
N 19.00157 6.72599 13.71983
C 14.50949 14.12791 6.83080
C 24.33088 11.23361 15.68344
H 14.48495 11.71668 9.29078
O 20.91696 7.42301 11.84680
C 16.25296 13.15215 10.59561
C 21.26916 7.28104 13.05632
C 18.37798 6.30211 16.00186
H 10.86140 7.60194 11.27075
H 21.49341 9.50785 16.31782
C 11.35343 7.12650 10.40509
H 13.73005 6.57037 8.99443
C 22.02327 7.08277 15.82934
H 15.13168 8.50041 12.43877
H 26.48964 11.12611 14.20666
H 20.02263 6.06826 17.37412
N 23.10610 7.79641 17.79909
H 9.64097 5.92170 8.66217
C 10.93793 7.61357 9.10677
H 22.32970 11.51412 15.09150
N 15.00703 7.41765 10.53714



# 2
81
Properties=species:S:1:pos:R:3 method="wB97M-V/def2-TZVPD" total_charge=+1 homo_lumo_gap_ha="0.1964 / 0.1964" fmax_ev_per_a=0.8 e_tot_ha=-5371.8253
C 3.16548 -3.64324 1.69866
C -2.23017 1.43223 -3.93162
P 3.11131 -0.37939 1.76347
N 1.18348 0.95755 3.33190
O -0.76426 -0.99404 1.36785
H 6.26553 -0.00101 1.63097
F -0.68737 -6.42342 2.24385
C -2.19710 1.25353 -5.30593
H -2.29425 6.62849 -1.10398
H -3.57360 -0.57149 -2.48038
C 6.07133 1.05279 1.44555
S 0.97599 3.03480 -1.41673
H 4.23097 -3.43480 1.62451
H -4.76504 -0.22055 2.30177
F 0.70742 -4.71871 3.87750
H -2.60330 0.65109 1.51838
H -0.83135 2.49473 1.30308
C -5.04460 -0.98971 -0.98248
C -1.46067 -3.19259 0.76970
C -0.53207 -0.25500 -3.68417
H 2.80165 -3.39973 2.69433
H -3.87208 2.66315 -0.74836
H 1.06011 0.87340 5.39709
H 6.09594 2.39726 -1.01401
H 3.70255 2.19725 -2.36354
C 3.99078 1.79753 -1.40694
C -3.22862 4.70855 -0.90190
F 0.69149 -2.08153 3.45535
As -1.36070 0.94362 -1.20122
C 1.72772 0.52340 4.61546
C -0.09036 1.92075 1.83227
H 2.99299 -4.69992 1.51604
H -1.30657 0.19353 -6.94380
H 5.76220 1.53715 2.36921
C -0.78221 -2.24831 1.58716
F -2.08064 -5.36980 0.13916
C 1.66932 0.66549 2.11424
N 0.92479 1.26999 1.19113
C -0.66520 3.66897 -1.24148
C -1.43493 -4.55420 0.98026
C -0.02602 -4.23185 2.86149
C -0.49779 -0.43067 -5.06081
C -0.86665 5.04681 -1.26152
H -2.90171 2.16353 -3.49852
H -4.21991 5.11628 -0.75760
H 0.11574 -0.85088 -3.05313
H 0.44725 -2.39835 -1.81534
H 2.71458 0.95463 4.77132
C -1.33155 0.32500 -5.87028
C -4.50680 -0.28687 1.25303
C -2.96321 0.11998 -0.53533
C -2.14464 5.55681 -1.09552
H 6.98183 1.52333 1.08721
H -0.49611 2.09886 4.00525
N 1.50851 -1.20467 -0.38028
C 2.28892 -1.53916 0.64109
H -0.02340 5.71278 -1.39291
C -3.29638 0.21861 0.81186
C 1.69746 -3.41516 -0.32149
H -6.32389 -1.29040 0.70817
Ir 1.01767 0.86109 -0.75252
H -5.71738 -1.46816 -1.68159
C 5.17939 1.89968 -0.75095
N 3.14126 1.04033 -0.64684
C 1.12212 -2.36708 -0.97957
C 0.07207 1.73523 3.16787
H -2.84597 1.84357 -5.93950
H 0.17604 -1.15562 -5.49793
N 5.04199 1.20652 0.42237
C -0.06927 -2.87104 2.64063
H 1.77661 -0.55901 4.65374
C -3.83386 -0.47905 -1.43408
C -1.75614 2.82054 -1.07543
H 1.61667 -4.47767 -0.47053
C 3.79221 0.70151 0.45873
C -3.03449 3.33535 -0.89309
C -0.71335 -5.09873 2.03284
C -5.38112 -0.89210 0.35689
C -1.40071 0.67051 -3.11459
N 2.42393 -2.88218 0.69878
F -2.08987 -2.74010 -0.33425



# 3
83
Properties=species:S:1:pos:R:3 method="wB97M-V/def2-TZVPD" homo_lumo_gap_ha=0.2597 relative_energy_kcal_mol=0.00 fmax_ev_per_a=0.9 e_tot_ha=-10869.8565
H -1.46577 1.67954 4.75422
H 4.09576 4.54554 -1.18379
C -3.35490 -0.56167 -1.78023
H 2.20362 -0.84084 2.62064
H -4.54362 -0.39666 -4.94712
C 3.08748 5.25544 0.57563
Te -0.02865 2.25215 -2.12071
C -1.73011 4.32128 -0.61927
H 5.25957 0.72266 3.46500
C 0.72235 0.69532 2.36109
H -2.91778 5.73279 0.47895
C 1.94702 2.71206 0.70349
C 2.36638 -5.62584 -0.74746
C -0.65653 1.13209 4.28735
C 2.21975 4.92994 1.60737
O -0.90859 -3.13186 -1.78840
C -1.55156 -0.48788 -3.36677
C -1.44693 -2.38866 1.30664
H -4.15052 -0.17110 2.94932
P 1.23027 1.04116 0.64697
C -3.83034 -0.43373 -4.13363
H 1.97771 5.66343 2.36571
N 2.91595 -4.58437 -0.10250
C -4.27151 -0.49027 -2.82187
O -0.78550 -5.55907 -2.60591
C -2.89487 5.01553 -0.33465
Br 5.35107 1.07959 1.03014
H -4.95896 3.87666 -2.55864
C 0.38247 -6.04104 -2.22774
Br 5.09835 -1.65307 2.78462
O 0.75215 -7.15833 -2.49622
Sn 2.97456 -0.92692 -0.28516
C -3.12555 -2.05888 2.99691
H 6.81156 0.13440 2.77784
N -4.03399 4.86670 -1.01515
C -1.98753 -0.54870 -2.04439
H -3.68211 -2.42890 3.84871
C -4.02461 3.99436 -2.02036
C 1.65529 3.66128 1.67627
Se 2.28936 -1.34605 -3.21960
C -0.27284 1.11103 -0.33805
O 2.33650 -0.98668 -4.77752
H -0.88798 2.11060 2.38732
C 1.05724 -0.55128 4.40504
H 3.74654 -4.57447 0.46548
H -2.10750 -0.41376 -5.42193
H -0.71151 -3.02124 0.83124
C 0.27315 -2.75655 -1.64795
C 5.73592 0.15946 2.67440
H -0.23568 -0.04039 6.03600
H 3.51756 6.24724 0.52054
C -1.73344 3.41638 -1.67329
P -0.83958 -0.48957 -0.65064
O 0.84467 -2.29687 -2.99850
C 1.25555 -5.15510 -1.40276
C -2.14673 -2.84912 2.41311
H 2.77644 -6.62073 -0.71829
C 1.40077 -0.27986 3.08687
H -3.72604 -0.64249 -0.77019
N 2.22662 -3.44739 -0.29949
H 0.99782 3.42042 2.50051
C 1.22831 -3.77874 -1.09289
C -2.90938 3.24985 -2.38831
C -3.39251 -0.79317 2.49054
C 2.84230 3.04265 -0.31581
O 3.52011 -2.18605 -2.54298
C 0.03491 0.16481 5.00807
C -1.71256 -1.12293 0.79393
O 0.42411 -1.54446 -0.77305
H -2.97165 2.54187 -3.20627
H -1.93201 -3.83191 2.81236
C 3.40855 4.30352 -0.38348
H 1.58809 -1.31594 4.95786
O 2.17994 -0.02275 -2.18563
H -5.33031 -0.48593 -2.59832
H -0.90702 -4.61665 -2.30139
H 3.09080 2.30576 -1.07349
H -2.85645 0.67990 1.02330
C -2.46628 -0.44319 -4.40155
C -0.32442 1.38838 2.96743
H -0.49724 -0.51318 -3.60763
C -2.67804 -0.31996 1.40303
H -0.83746 4.48039 -0.02493